No. 1
Here is a gas-phase ion, C5H13ClOP (charge +1) at a distorted geometry from the Open Molecules 2025 dataset. Energies are from ωB97M-V with the def2-TZVPD basis set.

For the electronic energy, the calculation gives -29247.5643 eV. The energy relative to the best compared isomer or geometry (same formula, charge and spin) is 0.00 kJ/mol. Its charge is +1. Its HOMO energy is -14.51 eV.

Last column: Löwdin charge in e.
Element x y z (Å)
1 C -2.363 -0.218 0.474  -0.095
2 C -1.393 -0.491 -1.860  -0.108
3 C 3.082 0.667 -0.459  -0.211
4 C 0.483 0.141 2.049  -0.184
5 C -1.274 0.205 -0.511  -0.508
6 O 1.762 1.085 -0.477  -0.305
7 P 0.345 -0.196 0.273  0.699
8 Cl 0.976 -1.975 -0.118  0.564
9 H -2.324 -1.288 0.680  0.093
10 H -3.334 -0.008 0.028  0.103
11 H -2.294 0.329 1.413  0.079
12 H -1.368 -1.570 -1.755  0.069
13 H -0.597 -0.180 -2.528  0.089
14 H -2.341 -0.224 -2.318  0.099
15 H 3.247 -0.275 -0.994  0.071
16 H 3.496 0.603 0.552  0.084
17 H 3.614 1.456 -1.001  0.107
18 H 1.535 0.095 2.328  0.066
19 H -0.080 -0.591 2.625  0.071
20 H 0.113 1.146 2.247  0.079
21 H -1.284 1.289 -0.647  0.137

---

No. 2
Here is a molecular structure, C5H13CrO3 at a distorted geometry from the Open Molecules 2025 dataset. Energies are from ωB97M-V with the def2-TZVPD basis set.

As for the spin multiplicity: 5. Its expectation value of S² is 6.028. For the electronic energy, the calculation gives -39951.2182 eV. Its charge is +1. Its HOMO energy (spin up / spin down) is -13.88 / -13.98 eV.

Last column: Löwdin charge in e.
Element x y z (Å)
1 C -0.852 -2.603 0.082  -0.074
2 C -1.495 -1.254 -0.124  -0.230
3 O -0.644 -0.205 0.358  -0.293
4 C -1.154 1.092 0.056  -0.149
5 C -0.174 2.196 0.402  -0.196
6 O 0.741 2.514 -0.613  -0.147
7 C 1.781 1.587 -0.809  -0.091
8 H -1.497 -3.396 -0.330  0.106
9 H -0.679 -2.897 1.126  0.076
10 H -2.450 -1.188 0.419  0.141
11 H -1.694 -1.065 -1.191  0.144
12 H -2.090 1.236 0.619  0.148
13 H -1.384 1.145 -1.020  0.156
14 H 0.356 1.958 1.345  0.119
15 H -0.762 3.105 0.584  0.150
16 H 2.537 2.070 -1.439  0.112
17 H 2.248 1.305 0.151  0.079
18 H 1.429 0.672 -1.313  0.095
19 Cr 0.921 -0.715 1.664  1.108
20 O 2.071 -1.675 0.555  -0.354
21 H 2.605 -1.259 -0.123  0.001
22 H 0.186 -2.624 -0.401  0.099

---

No. 3
Here is a molecular structure, C5H13CsGaI2N2OP at a distorted geometry from the Open Molecules 2025 dataset. Energies are from ωB97M-V with the def2-TZVPD basis set.

For the electronic energy, the calculation gives -88829.2518 eV. Its HOMO energy is -7.18 eV.

Last column: Löwdin charge in e.
Element x y z (Å)
1 C 0.253 -2.126 -2.091  -0.193
2 C 0.395 -0.492 -2.208  -0.826
3 I 1.646 -0.001 -3.955  0.673
4 C 1.143 0.205 -0.898  -0.782
5 I 1.728 2.249 -1.575  0.473
6 Ga -0.208 0.548 0.683  0.148
7 C -1.698 -0.879 0.813  -0.283
8 C -3.042 -0.221 0.067  -0.283
9 N -3.499 1.014 0.500  -0.009
10 P 0.894 0.980 2.729  0.695
11 N 2.443 1.777 2.203  -0.621
12 O 1.303 -0.507 3.560  -0.461
13 H -0.835 -2.389 -2.501  0.095
14 H 1.018 -2.704 -2.791  0.065
15 H 0.310 -2.545 -0.995  0.079
16 H -0.656 0.052 -2.337  0.100
17 H 2.079 -0.426 -0.560  0.058
18 H -0.937 1.952 0.290  -0.042
19 H -2.046 -1.090 1.932  0.069
20 H -1.463 -1.880 0.219  0.035
21 H -3.591 -0.774 -0.836  0.107
22 H -4.337 1.255 -0.080  0.021
23 H 2.672 1.276 1.294  -0.227
24 H 2.114 2.732 1.871  -0.073
25 H 0.628 -0.587 4.312  0.049
26 Cs 3.685 2.582 0.356  1.132

---

No. 4
Here is a gas-phase ion, C5H13N (charge -1) at a distorted geometry from the Open Molecules 2025 dataset. Energies are from ωB97M-V with the def2-TZVPD basis set.

As for the spin multiplicity: 2. Its expectation value of S² is 0.750. For the electronic energy, the calculation gives -6882.8171 eV. The energy relative to the best compared isomer or geometry (same formula, charge and spin) is 164.45 kJ/mol. Its charge is -1. Its HOMO energy (spin up / spin down) is 1.50 / -4.58 eV.

Last column: Löwdin charge in e.
Element x y z (Å)
1 C 0.326 1.022 2.470  -0.142
2 C 0.996 0.282 1.209  -0.364
3 N -0.050 -0.400 0.520  -0.102
4 C 0.669 -0.276 -1.891  -0.300
5 C -0.371 0.024 -0.777  -0.506
6 C -1.683 -0.773 -1.247  -0.205
7 H -0.623 0.740 2.613  -0.003
8 H 1.125 0.921 3.239  0.048
9 H 0.190 2.082 2.263  0.041
10 H 1.786 -0.424 1.610  0.064
11 H 1.530 1.018 0.673  0.064
12 H -0.127 -1.411 0.734  0.084
13 H 0.231 -0.313 -2.840  -0.010
14 H 0.962 -1.325 -1.906  0.015
15 H 1.560 0.372 -1.867  0.030
16 H -0.657 1.113 -0.880  0.136
17 H -1.736 -0.561 -2.339  0.034
18 H -2.491 -0.217 -0.577  0.081
19 H -1.637 -1.873 -1.006  0.032

---

No. 5
Here is 2 unconnected molecules or ions with the total composition C5H13N at a distorted geometry from the Open Molecules 2025 dataset. Energies are from ωB97M-V with the def2-TZVPD basis set.

The SMILES is C=NC.CCC. For the electronic energy, the calculation gives -6883.2585 eV. The energy relative to the best compared isomer or geometry (same formula, charge and spin) is 283.55 kJ/mol. Its HOMO energy is -9.56 eV.

Last column: Löwdin charge in e.
Element x y z (Å)
1 C 2.270 0.059 0.754  -0.110
2 C 0.852 0.660 1.093  -0.321
3 C 0.491 2.081 0.896  -0.137
4 H 2.585 0.261 -0.214  0.020
5 H 2.214 -1.068 0.659  0.075
6 H 3.109 0.211 1.551  0.098
7 H 0.786 0.404 2.152  0.099
8 H 0.113 0.115 0.509  0.052
9 H -0.519 2.260 0.605  0.044
10 H 0.722 2.592 1.785  0.049
11 H 1.018 2.567 -0.030  0.114
12 C -1.390 -1.817 -1.959  -0.180
13 C -2.219 -0.535 -0.131  -0.091
14 N -2.297 -1.653 -0.781  -0.083
15 H -1.034 -0.952 -2.581  0.075
16 H -1.861 -2.586 -2.660  0.072
17 H -0.527 -2.526 -1.816  0.076
18 H -2.449 -0.477 0.899  0.050
19 H -1.866 0.404 -0.732  0.098

---

No. 6
Here is C5H13N in the gas phase at a distorted geometry from the Open Molecules 2025 dataset. Energies are from ωB97M-V with the def2-TZVPD basis set.

The SMILES is CCCCCN. For the electronic energy, the calculation gives -6884.1592 eV. The energy relative to the best compared isomer or geometry (same formula, charge and spin) is 196.65 kJ/mol. Its HOMO energy is -9.15 eV.

Last column: Löwdin charge in e.
Element x y z (Å)
1 C 1.709 -0.843 -1.494  -0.132
2 C 1.988 -0.344 -0.060  -0.250
3 C 0.676 -0.128 0.695  -0.204
4 C -0.572 0.698 0.041  -0.195
5 C -1.764 0.967 0.931  -0.288
6 N -2.879 0.042 0.705  -0.028
7 H 2.255 -1.833 -1.749  0.093
8 H 0.680 -0.941 -1.837  0.050
9 H 2.154 -0.013 -2.079  0.065
10 H 2.479 0.695 -0.250  0.128
11 H 2.703 -1.007 0.356  0.081
12 H 0.181 -1.042 1.079  0.117
13 H 0.797 0.401 1.526  0.035
14 H -0.071 1.567 -0.512  0.126
15 H -0.946 0.096 -0.800  0.077
16 H -1.345 0.781 1.943  0.118
17 H -2.081 1.935 0.813  0.075
18 H -2.924 -1.014 0.949  0.114
19 H -3.040 -0.017 -0.257  0.019

---

no.,molecular weight (g mol⁻¹)
1,155.6
2,173.2
3,604.6
4,87.2
5,87.2
6,87.2